Molecular formula: C6H18NOP2S
Method: DFT, ωB97M-V/def2-TZVPD

Positions of all 29 atoms, in Å:
1 C -0.226 3.051 3.056
2 C -1.256 1.864 3.082
3 S -2.162 1.888 1.486
4 C -1.913 0.287 0.646
5 P -0.188 -0.006 0.038
6 C -0.127 -1.716 -0.722
7 C 1.187 -1.957 -1.536
8 C 1.734 -3.391 -1.392
9 O 0.972 -1.707 -2.915
10 P 0.339 1.413 -1.598
11 N -0.416 1.080 -2.956
12 H -0.655 3.796 2.369
13 H 0.743 2.727 2.661
14 H -0.149 3.547 4.027
15 H -0.786 0.903 3.321
16 H -1.948 2.090 3.904
17 H -2.571 0.295 -0.238
18 H -2.226 -0.594 1.231
19 H 0.806 0.007 1.049
20 H -0.255 -2.482 0.055
21 H -0.965 -1.838 -1.425
22 H 1.958 -1.271 -1.137
23 H 2.100 -3.598 -0.375
24 H 0.997 -4.156 -1.664
25 H 2.613 -3.464 -2.044
26 H 1.674 -1.124 -3.183
27 H -0.058 2.700 -1.140
28 H 1.759 1.412 -1.738
29 H -0.981 0.242 -2.862

Calculated values
Total charge = +1
Calculated total energy = -1449.961756 Ha
LUMO = -0.1271 hartree
Highest occupied orbital energy = -12.6 eV

Atomic partial charges in e from the Löwdin method, atoms 1 to 6: -0.161 -0.506 0.832 -0.659 0.874 -0.266



Molecular formula: C19H41BBrNO18S4
Method: DFT, ωB97M-V/def2-TZVPD

Positions of all 85 atoms, in Å:
1 C 5.989 1.349 2.705
2 C 5.115 0.498 1.760
3 C 3.778 0.077 2.356
4 C 2.616 1.066 2.125
5 B 1.297 0.163 2.355
6 O 1.217 -0.525 3.553
7 O 0.288 0.040 1.425
8 O 2.635 1.782 0.902
9 C 3.286 2.956 1.126
10 O 3.612 3.753 0.317
11 O 3.525 3.073 2.492
12 C 2.537 2.266 3.077
13 Br 0.864 3.285 2.855
14 O 2.866 1.929 4.409
15 C 1.896 2.086 5.255
16 N 1.035 1.936 6.013
17 H 5.485 1.621 3.627
18 H 6.340 2.256 2.223
19 H 6.879 0.792 2.984
20 H 5.667 -0.425 1.598
21 H 5.011 0.937 0.773
22 H 3.840 -0.106 3.423
23 H 3.469 -0.868 1.910
24 H 1.272 -1.459 3.332
25 H 0.572 -0.523 0.698
26 O 3.952 -2.173 -0.308
27 S 3.785 -1.870 -1.699
28 O 2.480 -1.797 -2.280
29 O 4.685 -2.858 -2.555
30 C 4.540 -4.276 -2.326
31 C 3.303 -4.840 -2.996
32 C 4.654 -0.387 -2.080
33 H 4.543 -4.484 -1.254
34 H 5.432 -4.735 -2.747
35 H 2.393 -4.464 -2.529
36 H 3.298 -5.928 -2.922
37 H 3.271 -4.555 -4.047
38 H 5.662 -0.458 -1.680
39 H 4.117 0.436 -1.609
40 H 4.670 -0.257 -3.159
41 O -0.557 6.159 4.786
42 S -0.564 6.120 6.218
43 O -1.786 6.266 6.946
44 O 0.488 7.194 6.758
45 C 0.382 8.544 6.272
46 C -0.734 9.312 6.953
47 C 0.276 4.677 6.771
48 H 0.259 8.543 5.188
49 H 1.340 9.014 6.489
50 H -1.711 8.917 6.677
51 H -0.698 10.364 6.666
52 H -0.646 9.236 8.037
53 H 1.224 4.607 6.253
54 H -0.349 3.824 6.532
55 H 0.422 4.745 7.846
56 O -1.059 -1.633 -4.567
57 S -1.217 -1.143 -3.230
58 O -1.287 -2.049 -2.126
59 O -2.487 -0.181 -3.190
60 C -3.728 -0.689 -3.717
61 C -4.424 -1.629 -2.754
62 C 0.003 0.076 -2.897
63 H -3.554 -1.169 -4.682
64 H -4.354 0.183 -3.898
65 H -3.860 -2.553 -2.629
66 H -5.415 -1.887 -3.124
67 H -4.519 -1.172 -1.769
68 H 0.017 0.796 -3.711
69 H 0.961 -0.434 -2.825
70 H -0.236 0.562 -1.954
71 O -5.564 -6.448 -4.269
72 S -5.881 -5.196 -4.883
73 O -6.299 -4.072 -4.104
74 O -6.947 -5.445 -6.043
75 C -8.148 -6.166 -5.709
76 C -9.156 -5.294 -4.986
77 C -4.541 -4.702 -5.915
78 H -7.902 -7.056 -5.127
79 H -8.564 -6.503 -6.657
80 H -8.800 -5.020 -3.993
81 H -10.101 -5.826 -4.873
82 H -9.331 -4.371 -5.537
83 H -4.260 -5.539 -6.548
84 H -3.714 -4.425 -5.264
85 H -4.854 -3.849 -6.511

Calculated values
Calculated total energy = -6349.253441 Ha
LUMO = 0.0071 hartree
Structure (SMILES) = CCC[C@]1(B(O)O)OC(=O)O[C@]1(Br)OC#N.CCOS(C)(=O)=O.CCOS(C)(=O)=O.CCOS(C)(=O)=O.CCOS(C)(=O)=O
Highest occupied orbital energy = -10.6 eV

Atomic partial charges in e from the Löwdin method, atoms 1 to 6: -0.075 -0.203 -0.086 -0.302 -0.625 0.181



Molecular formula: C19H27N8O6SSn
Method: DFT, ωB97M-V/def2-TZVPD

Positions of all 62 atoms, in Å:
1 Sn -0.692 -0.515 0.779
2 O 2.765 -0.192 6.431
3 C 2.084 -0.224 5.291
4 C 1.951 0.913 4.478
5 C 1.205 0.789 3.326
6 N 0.666 -0.347 2.995
7 C 0.752 -1.435 3.720
8 C 1.473 -1.426 4.896
9 C -0.021 -2.706 3.238
10 O 0.130 -3.716 3.879
11 O -0.732 -2.502 2.217
12 C 0.958 2.038 2.388
13 O 1.738 2.949 2.527
14 O -0.026 1.877 1.651
15 H 3.137 0.689 6.591
16 H 2.411 1.859 4.727
17 H 1.560 -2.330 5.477
18 C 1.778 -2.831 0.274
19 N 2.436 -2.163 -0.804
20 C 3.631 -2.764 -1.354
21 C 4.038 -1.766 -2.427
22 N 3.198 -0.606 -2.154
23 C 3.394 0.520 -3.034
24 C 2.225 -0.898 -1.242
25 N 1.263 -0.155 -0.745
26 C 0.871 1.127 -1.268
27 C -0.527 1.104 -1.925
28 N -1.574 1.145 -0.950
29 C -2.796 1.510 -1.181
30 N -3.353 1.939 -2.362
31 C -2.717 2.752 -3.377
32 C -4.783 2.164 -2.188
33 C -5.082 1.518 -0.840
34 N -3.767 1.484 -0.229
35 C -3.612 1.030 1.119
36 H 2.028 -3.889 0.228
37 H 0.697 -2.738 0.182
38 H 2.099 -2.449 1.251
39 H 3.397 -3.751 -1.757
40 H 4.401 -2.871 -0.580
41 H 3.839 -2.138 -3.438
42 H 5.095 -1.497 -2.367
43 H 4.337 0.362 -3.555
44 H 3.484 1.456 -2.483
45 H 2.600 0.595 -3.781
46 H 1.570 1.512 -2.001
47 H 0.797 1.828 -0.433
48 H -0.632 0.195 -2.529
49 H -0.555 1.984 -2.564
50 H -2.109 2.151 -4.052
51 H -2.116 3.555 -2.942
52 H -3.506 3.216 -3.965
53 H -5.331 1.697 -3.009
54 H -5.008 3.237 -2.174
55 H -5.481 0.502 -0.957
56 H -5.781 2.100 -0.236
57 H -4.449 1.407 1.707
58 H -2.686 1.438 1.536
59 H -3.594 -0.071 1.196
60 O -2.879 -3.580 -1.937
61 S -2.469 -3.203 -0.603
62 N -1.734 -1.880 -0.662

Calculated values
Total charge = +1
Calculated total energy = -2241.915526 Ha
LUMO = -0.2261 hartree
Highest occupied orbital energy = -12.0 eV
Relative energy (zero: lowest compared OMol25 entry of this formula, charge and spin) = 54.3 kcal per mole

Atomic partial charges in e from the Löwdin method, atoms 1 to 6: 1.569 0.117 -0.266 0.088 -0.160 0.071



Molecular formula: C2H4I2
Method: DFT, ωB97M-V/def2-TZVPD

Positions of all 8 atoms, in Å:
1 C -0.249 0.265 0.784
2 C 0.169 -0.368 -0.543
3 I 0.631 -2.370 -0.641
4 I 1.659 0.947 -1.338
5 H -1.146 0.017 1.336
6 H 0.451 0.041 1.555
7 H -0.317 1.277 0.502
8 H -1.198 0.191 -1.656

Calculated values
Calculated total energy = -673.853670 Ha
LUMO = -0.0241 hartree
Highest occupied orbital energy = -9.1 eV
Relative energy (zero: lowest compared OMol25 entry of this formula, charge and spin) = 81.0 kcal per mole

Atomic partial charges in e from the Löwdin method, atoms 1 to 6: -0.365 -1.426 0.774 0.707 0.071 0.055



Molecular formula: C5H12NOS
Method: DFT, ωB97M-V/def2-TZVPD

Positions of all 20 atoms, in Å:
1 C -1.876 -1.284 0.475
2 C -1.046 0.901 1.547
3 C -0.800 0.324 -1.085
4 C 3.032 0.640 -0.759
5 C -0.925 -0.137 0.344
6 N 0.827 -1.157 0.322
7 O 1.148 -1.468 -0.875
8 S 2.107 0.341 0.765
9 H -1.697 -1.917 -0.467
10 H -1.787 -1.770 1.411
11 H -2.887 -1.006 0.432
12 H -2.000 1.476 1.371
13 H -0.147 1.379 1.696
14 H -1.311 0.303 2.400
15 H -1.580 0.055 -1.725
16 H -0.731 1.369 -1.072
17 H 0.171 -0.015 -1.475
18 H 2.365 1.316 -1.416
19 H 3.104 -0.325 -1.169
20 H 4.032 0.974 -0.721

Calculated values
Total charge = -1
Calculated total energy = -725.755550 Ha
LUMO (spin up / spin down) = 0.1404 / 0.1404 hartree
Highest occupied orbital energy (spin up / spin down) = -2.2 / -2.2 eV
Relative energy (zero: lowest compared OMol25 entry of this formula, charge and spin) = 124.9 kcal per mole

Atomic partial charges in e from the Löwdin method, atoms 1 to 6: -0.128 -0.081 -0.121 -0.516 -0.459 -0.335



Molecular formula: C3H8OS2
Method: DFT, ωB97M-V/def2-TZVPD

Positions of all 14 atoms, in Å:
1 C 2.451 -0.620 0.197
2 S 3.008 1.108 0.350
3 S 1.474 1.872 1.509
4 H 3.292 -1.089 -0.293
5 H 2.387 -0.987 1.201
6 H 1.541 -0.773 -0.346
7 H 1.282 2.942 0.729
8 C -2.562 -0.992 -0.928
9 C -2.315 0.214 -0.437
10 O -1.384 0.552 0.502
11 H -3.304 -1.082 -1.709
12 H -2.118 -1.897 -0.547
13 H -2.721 1.059 -0.989
14 H -1.031 -0.307 0.760

Calculated values
Calculated total energy = -990.667955 Ha
LUMO = 0.0247 hartree
Structure (SMILES) = C=CO.CSS
Highest occupied orbital energy = -8.4 eV
Relative energy (zero: lowest compared OMol25 entry of this formula, charge and spin) = 26.8 kcal per mole

Atomic partial charges in e from the Löwdin method, atoms 1 to 6: -0.481 0.357 0.311 0.022 0.013 0.019